No. 1
ORCA calculation (ωB97M-V/def2-TZVPD) on one molecule with the formula C4H6N2O2 in a non-equilibrium geometry.

Each line ends with the Mulliken charge.
Element x y z (Å)
O  2.8467  -0.9790  -0.5467  -0.622
O  -0.0354  -2.0908  -0.3467  -0.337
N  0.3454  -0.9598  0.3708  -0.361
N  1.8805  -0.2476  -0.5400  0.525
C  -1.8358  0.2043  0.8318  -0.956
C  -0.4535  0.1421  0.3016  0.807
C  1.4895  0.9693  -0.7009  -0.101
C  0.1542  1.2039  -0.3549  -0.904
H  -1.8803  0.6035  1.9147  0.236
H  2.0077  1.6624  -1.4351  0.338
H  -2.3505  -0.8612  0.8693  0.291
H  -2.5526  0.9325  0.2084  0.278
H  0.6868  -2.6880  -0.3144  0.345
H  -0.3027  2.1084  -0.2578  0.461

Maximum force   4.0 eV Å⁻¹
Relative energy (zero: lowest compared OMol25 entry of this formula, charge and spin)   677.58 kJ/mol
SMILES   CC(/C=C\N=O)=N\O
Net charge   0
HOMO   -8.12 eV

No. 2
ORCA calculation (ωB97M-V/def2-TZVPD) on one molecule with the formula C4H6N2O2 in a non-equilibrium geometry.

Each line ends with the Mulliken charge.
Element x y z (Å)
O  0.0189  -0.2487  -0.6270  -0.397
O  1.3828  0.6353  0.8609  -0.422
N  -1.5268  -1.6007  -1.6528  -0.511
N  -1.4670  -1.2682  0.6289  -0.507
C  1.6030  1.9640  0.1390  -0.704
C  -1.0001  -1.1524  -0.5106  0.500
C  0.2916  0.0687  0.7481  0.781
C  -0.7780  -0.3618  1.4629  -0.556
H  2.3333  2.4294  0.7373  0.307
H  -0.6323  -0.4468  2.5407  0.301
H  0.7772  2.5918  0.2846  0.369
H  1.8512  1.7973  -0.9328  0.248
H  -0.7523  -2.0292  -2.1983  0.267
H  -2.1015  -2.3785  -1.4809  0.324

Maximum force   6.2 eV Å⁻¹
Relative energy (zero: lowest compared OMol25 entry of this formula, charge and spin)   250.95 kJ/mol
SMILES   COc1cnc(N)o1
Net charge   0
HOMO   -8.08 eV